No. 1
{"formula": "C14H6AgN4O2", "method": "ωB97M-V/def2-TZVPD", "elements": ["Ag", "O", "C", "O", "C", "C", "C", "C", "C", "C", "C", "C", "C", "N", "H", "H", "H", "H", "H", "H", "N", "C", "C", "C", "N", "C", "N"], "coordinates": [[1.360204, 0.033955, -2.627024], [5.017011, -0.252980, -0.502752], [3.851547, -0.201990, -0.893251], [3.443073, -0.162122, -2.092163], [2.770799, -0.187264, 0.212824], [3.175510, -0.226517, 1.566090], [2.228683, -0.209089, 2.545979], [0.860328, -0.147572, 2.195671], [-0.189951, -0.105902, 3.138771], [-1.491437, -0.027276, 2.727511], [-1.805118, 0.007557, 1.353043], [-0.810022, -0.044392, 0.418721], [0.543920, -0.117426, 0.814457], [1.511050, -0.141454, -0.140785], [4.233121, -0.268105, 1.780902], [2.504136, -0.237474, 3.594536], [0.051788, -0.128445, 4.195778], [-2.290885, 0.015740, 3.456382], [-2.837296, 0.094710, 1.040098], [-1.031135, -0.015798, -0.639919], [-0.465683, 0.323787, -3.494463], [-1.615142, 0.341417, -3.334834], [-2.987631, 0.361815, -3.179313], [-3.566705, 0.860066, -1.991762], [-4.066181, 1.249978, -1.025271], [-3.841733, -0.182217, -4.164100], [-4.552251, -0.633002, -4.955116]], "forces_ev_per_angstrom": [[0.6, -0.1, 0.3], [-0.1, 0.0, 0.0], [0.0, 0.0, 0.1], [0.0, 0.0, -0.1], [-0.1, 0.0, -0.2], [0.0, 0.0, 0.3], [0.1, 0.0, -0.1], [-0.1, 0.0, -0.3], [-0.1, 0.0, 0.1], [0.1, 0.0, 0.1], [0.0, 0.0, 0.0], [-0.1, 0.0, 0.0], [0.0, 0.0, 0.3], [0.2, 0.0, -0.1], [0.0, 0.0, -0.1], [0.0, 0.0, 0.0], [0.0, 0.0, 0.0], [0.0, 0.0, 0.0], [0.0, 0.0, -0.1], [0.0, 0.0, 0.0], [-0.7, 0.1, 0.0], [0.3, 0.0, -0.3], [-0.4, 0.0, 0.1], [0.0, 0.1, 0.1], [0.1, 0.0, 0.0], [0.0, -0.1, -0.2], [0.0, 0.0, 0.0]], "de_lowest_ev": 0.065, "total_charge": -1, "energy_ha": -1053.6953, "fmax_ev_per_a": 0.71, "orbital_gap_ha": 0.29055}


No. 2
{"formula": "C5H10O2", "method": "ωB97M-V/def2-TZVPD", "elements": ["O", "C", "C", "C", "C", "O", "C", "H", "H", "H", "H", "H", "H", "H", "H", "H", "H"], "coordinates": [[-2.212818, 0.599740, -1.030605], [-0.990446, -0.000731, -1.419745], [0.043047, 0.401011, -0.370027], [-0.364170, 0.148830, 1.095749], [0.958273, -0.212007, 1.774279], [1.768398, -0.807734, 0.777057], [1.399400, -0.320906, -0.502324], [-2.946233, 0.075761, -1.364196], [-1.084729, -1.095310, -1.522428], [-0.674718, 0.374866, -2.409287], [0.179902, 1.479498, -0.502648], [-0.815129, 1.038182, 1.543585], [-1.088424, -0.667463, 1.190418], [0.837328, -0.943831, 2.580326], [1.451731, 0.676585, 2.200988], [1.342668, -1.186180, -1.176042], [2.173108, 0.357335, -0.888746]], "forces_ev_per_angstrom": [[-0.3, -0.1, -0.1], [0.4, -0.1, 0.0], [0.0, 0.1, 0.0], [0.0, 0.0, 0.0], [-0.1, 0.1, 0.2], [0.0, -0.1, 0.0], [0.0, 0.1, -0.3], [0.0, 0.1, 0.0], [0.0, 0.2, 0.3], [-0.1, -0.1, 0.2], [0.1, -0.1, 0.1], [0.0, -0.2, -0.1], [0.1, 0.0, -0.2], [0.0, 0.1, -0.1], [-0.1, -0.1, -0.2], [0.0, 0.1, 0.0], [-0.1, -0.1, 0.1]], "smiles": "OC[C@H]1CCOC1", "de_lowest_ev": 1.615, "total_charge": 0, "energy_ha": -346.9661, "fmax_ev_per_a": 0.38, "orbital_gap_ha": 0.38337}